DFT (the ωB97M-V functional and the def2-TZVPD basis) results for a single C7H11N molecule in a non-equilibrium geometry.

Geometry as XYZ:
```
19
Properties=species:S:1:pos:R:3
C 0.626 -0.937 0.008
C -0.841 -0.740 0.386
C -3.718 -0.209 -0.516
C -2.889 0.402 0.349
C 1.611 -0.014 -0.200
C 1.464 1.432 -0.200
C 3.030 -0.555 -0.133
N -1.491 0.377 0.310
H 0.961 -1.922 0.320
H -1.225 -1.681 0.637
H -4.843 0.227 -0.583
H -3.442 -0.706 -1.397
H -3.374 0.941 1.113
H 0.339 1.619 -0.252
H 2.097 2.081 -0.748
H 1.820 1.653 0.847
H 3.005 -1.603 0.094
H 3.254 -0.067 0.885
H 3.617 -0.297 -0.922
```

The calculation puts the frontier orbital gap (alpha / beta) at 6.55 / 5.91 eV. Its total energy is -327.84418 Eh. The multiplicity is 3. The HOMO energy (alpha / beta) comes out at -5.45 / -8.57 eV.